Formula: CH3I2NS
Source: the Open Molecules 2025 dataset
Level of theory: ωB97M-V/def2-TZVPD

```
8
Properties=species:S:1:pos:R:3:nbo_charge:R:1
C -0.614 -0.494 0.537 -0.5161
N -0.796 0.815 0.063 -0.5365
S 1.810 1.640 -0.752 -0.2353
I 3.006 -0.285 -0.307 0.1331
I -1.941 1.100 -1.458 0.4491
H -0.061 -0.434 1.552 0.2324
H 0.134 -1.077 -0.117 0.2367
H -1.536 -1.265 0.483 0.2366
```

Summary:
HOMO level (alpha / beta): -8.22 / -8.22 eV
orbital gap (alpha / beta): 0.1995 / 0.1996 Eh
calculated total energy: -1088.07441 hartree
energy above the lowest of the compared OMol25 structures with the same formula, charge and spin: 285.68 kJ/mol

Formula: C33H52BCrN9O4PSe
Source: the Open Molecules 2025 dataset
Level of theory: ωB97M-V/def2-TZVPD

```
102
Properties=species:S:1:pos:R:3:mulliken_spin:R:1
Cr 0.533 0.616 0.180 1.0099
C 2.060 4.008 0.774 -0.0008
C 1.243 4.082 2.057 0.0010
C 2.031 3.572 3.268 0.0023
C -0.076 3.378 1.941 0.0248
C -1.221 3.861 2.588 0.0003
C -2.232 3.011 2.214 0.0069
N -1.715 2.076 1.406 0.0237
N -0.390 2.283 1.237 -0.0316
B -2.535 1.034 0.628 -0.0428
N -2.139 -0.369 1.068 0.0172
C -2.951 -1.413 1.267 0.0071
C -2.172 -2.539 1.408 0.0023
C -0.851 -2.094 1.263 0.0053
N -0.857 -0.767 1.061 -0.0093
C 0.370 -2.955 1.360 0.0016
C 0.105 -4.377 0.862 -0.0005
C 0.875 -3.032 2.803 0.0014
N -2.191 1.187 -0.845 0.0119
C -3.034 1.543 -1.826 0.0026
C -2.292 1.874 -2.930 -0.0048
C -0.955 1.688 -2.549 0.0061
N -0.919 1.251 -1.285 -0.0435
C 0.211 2.080 -3.398 0.0004
C 0.513 3.564 -3.162 0.0008
C -0.042 1.803 -4.878 -0.0009
H 3.032 4.476 0.920 -0.0002
H 1.544 4.539 -0.023 0.0002
H 2.201 2.977 0.462 0.0037
H 1.003 5.136 2.262 -0.0005
H 2.322 2.540 3.123 -0.0016
H 1.424 3.641 4.167 0.0002
H 2.925 4.174 3.408 -0.0003
H -1.271 4.719 3.228 0.0004
H -3.276 3.017 2.450 0.0004
H -3.688 1.199 0.822 0.0001
H -4.014 -1.291 1.282 0.0001
H -2.508 -3.543 1.572 0.0003
H 1.141 -2.499 0.737 -0.0004
H -0.537 -4.924 1.550 0.0002
H 1.047 -4.915 0.781 0.0000
H -0.359 -4.367 -0.117 -0.0001
H 0.082 -3.353 3.479 -0.0002
H 1.242 -2.064 3.117 -0.0007
H 1.691 -3.749 2.863 -0.0002
H -4.093 1.539 -1.679 0.0001
H -2.648 2.222 -3.876 -0.0002
H 1.082 1.508 -3.099 0.0001
H -0.335 4.182 -3.461 -0.0001
H 1.383 3.866 -3.742 -0.0002
H 0.725 3.725 -2.107 0.0007
H -0.805 2.461 -5.289 0.0001
H -0.346 0.768 -5.004 0.0004
H 0.877 1.953 -5.440 -0.0001
O 3.792 -0.701 -1.368 -0.0011
Se 2.310 -0.244 -1.679 0.0038
O 1.229 -1.036 -0.727 -0.0046
O 2.010 1.287 -1.077 0.0042
O 1.983 -0.446 -3.204 0.0029
C 0.046 -2.115 -5.116 -0.0001
P -0.862 -1.568 -3.592 0.0015
C -0.420 -3.013 -2.530 -0.0021
C -2.524 -2.096 -4.207 0.0002
C -3.029 -1.377 -5.289 0.0001
C -4.254 -1.681 -5.846 -0.0001
C -5.009 -2.719 -5.327 0.0001
C -4.529 -3.434 -4.244 -0.0001
C -3.305 -3.116 -3.678 -0.0005
H -0.251 -1.496 -5.959 0.0000
H -0.178 -3.159 -5.344 0.0001
H 1.109 -1.982 -4.934 0.0001
H -0.630 -3.959 -3.029 0.0000
H -0.961 -2.938 -1.587 0.0008
H 0.646 -2.948 -2.311 0.0003
H -2.439 -0.569 -5.700 0.0000
H -4.619 -1.111 -6.689 0.0000
H -5.965 -2.971 -5.766 0.0000
H -5.113 -4.250 -3.838 0.0000
H -2.962 -3.682 -2.825 0.0002
C 1.086 -0.694 5.705 -0.0001
C -0.032 -0.068 4.880 0.0000
N 0.427 0.291 3.556 0.0043
C 1.700 0.221 3.092 -0.0185
N 1.922 0.381 1.811 -0.0072
C 3.333 0.493 1.469 0.0088
C 4.139 -0.573 2.195 -0.0016
C 4.052 -0.273 3.678 0.0007
N 2.681 0.059 4.025 0.0000
C 2.352 0.109 5.434 0.0001
H 1.242 -1.734 5.417 0.0000
H 0.834 -0.664 6.766 0.0000
H -0.387 0.837 5.391 -0.0001
H -0.878 -0.758 4.794 0.0001
H -0.270 0.360 2.828 0.0126
H 3.702 1.492 1.747 -0.0009
H 3.463 0.379 0.400 0.0022
H 5.168 -0.568 1.850 -0.0001
H 3.708 -1.549 1.972 0.0005
H 4.704 0.570 3.941 0.0000
H 4.368 -1.138 4.274 -0.0001
H 2.198 1.148 5.753 0.0000
H 3.196 -0.297 5.994 0.0000
```

Summary:
HOMO level (alpha / beta): -7.53 / -7.53 eV
orbital gap (alpha / beta): 0.2349 / 0.2545 Eh
calculated total energy: -5894.62673 hartree
2S+1: 2